No. 1
{"formula": "C5H11N3O", "method": "the ωB97M-V functional and the def2-TZVPD basis", "species": ["C", "C", "C", "C", "C", "H", "H", "H", "H", "H", "H", "H", "H", "H", "H", "H", "N", "N", "N", "O"], "positions_angstrom": [[-4.28262, 0.44236, 0.01461], [-2.76975, 0.75776, 0.26831], [-1.97791, -0.39625, -0.00671], [1.47831, -1.13630, 0.22871], [3.74171, 1.20865, -0.07929], [-4.41497, -0.04094, -0.91289], [-4.93916, 1.31483, 0.06152], [-4.57551, -0.22655, 0.81954], [-2.66047, 1.18010, 1.23100], [-2.40605, 1.69112, -0.37382], [-1.74348, -0.96959, 0.87542], [-2.45674, -1.11765, -0.64478], [-0.18884, 0.62337, -0.27981], [1.95664, -1.98034, 0.76319], [4.76122, 1.27569, -0.32076], [3.07332, 2.04263, -0.26673], [-0.61604, -0.21374, -0.57177], [0.23712, -1.25556, -0.21213], [3.34848, 0.06528, 0.16994], [1.95858, 0.09725, 0.09901]], "forces_ev_per_a": [[1.0, 1.0, 1.5], [-1.7, 4.3, -2.4], [3.0, -3.3, 0.0], [-5.6, -0.5, -1.8], [0.6, 1.7, -0.9], [-0.2, -0.6, -1.1], [0.2, 0.0, 0.0], [-0.3, -0.2, 0.0], [0.2, 0.0, 1.4], [-0.9, -1.9, 0.7], [-0.6, -0.3, 0.8], [-0.5, -0.1, -0.5], [0.2, 1.6, 0.3], [0.1, 0.9, -0.9], [1.4, 0.5, 0.3], [-0.1, 0.0, 0.0], [1.3, -0.4, -0.6], [1.4, -1.8, 2.1], [-0.7, -1.0, 0.0], [1.1, 0.2, 1.1]], "smiles": "C=NO/C=N\\NCCC", "total_charge": 0, "energy_ha": -436.45521, "relative_energy_ev": 5.2198, "orbital_gap_ev": 9.15}

=====

No. 2
{"formula": "C20H63B2N5O6V", "method": "the ωB97M-V functional and the def2-TZVPD basis", "species": ["O", "V", "B", "H", "H", "H", "H", "B", "H", "H", "H", "H", "C", "C", "C", "O", "C", "N", "H", "H", "H", "H", "H", "H", "H", "H", "H", "H", "H", "C", "C", "C", "O", "C", "N", "H", "H", "H", "H", "H", "H", "H", "H", "H", "H", "H", "C", "C", "C", "O", "C", "N", "H", "H", "H", "H", "H", "H", "H", "H", "H", "H", "H", "C", "C", "C", "O", "C", "N", "H", "H", "H", "H", "H", "H", "H", "H", "H", "H", "H", "C", "C", "C", "O", "C", "N", "H", "H", "H", "H", "H", "H", "H", "H", "H", "H", "H"], "positions_angstrom": [[1.46307, 2.33943, -1.88690], [0.66436, 0.97752, -2.03012], [-0.55339, -0.90707, -2.70291], [-0.82603, -1.94963, -2.64850], [-0.89108, -0.45851, -3.62432], [-0.91809, -0.41706, -1.81346], [0.52268, -0.87711, -2.77651], [0.57007, 0.63631, 0.28324], [0.21950, 0.25657, 1.23042], [-0.18609, 1.24033, -0.19385], [1.44702, 1.24275, 0.44886], [0.78216, -0.20428, -0.35915], [-3.18565, -2.36868, 0.32721], [-2.12486, -1.49259, 1.00219], [-2.19890, -1.50130, 2.49668], [-3.41079, -0.98454, 3.08127], [-3.41874, -0.95392, 4.47833], [-0.88919, -1.91696, 0.34157], [-3.45226, -3.08896, 1.10065], [-2.94779, -2.95716, -0.55891], [-4.09718, -1.82688, 0.07490], [-2.23364, -0.47291, 0.63273], [-1.28399, -1.05194, 2.88284], [-2.11071, -2.52895, 2.84917], [-2.45347, -0.52180, 4.74219], [-3.68457, -1.88798, 4.97328], [-4.25333, -0.27728, 4.66197], [-0.38002, -1.05817, 0.49430], [-1.04031, -1.79113, -0.64910], [-1.88659, 3.63234, -1.17644], [-2.35811, 2.28980, -1.83885], [-3.80897, 2.43762, -2.51147], [-4.14031, 1.16463, -3.13484], [-4.44471, 0.12596, -2.20794], [-1.24877, 1.95617, -2.75588], [-0.88387, 3.49706, -0.77105], [-2.58049, 3.90860, -0.38253], [-1.82948, 4.49496, -1.84032], [-2.39190, 1.52474, -1.06320], [-3.77285, 3.28358, -3.19788], [-4.63133, 2.58239, -1.81085], [-4.97124, -0.67985, -2.71935], [-5.05694, 0.49026, -1.38298], [-3.50628, -0.28282, -1.83330], [-1.54471, 1.24644, -3.41071], [-1.16710, 2.80832, -3.29185], [4.28443, 1.61126, -3.01089], [4.05035, 0.40897, -2.06024], [4.28990, 0.79757, -0.56582], [5.65901, 0.92071, -0.23652], [6.34770, -0.34356, -0.06619], [2.69870, -0.15846, -2.17925], [3.55885, 2.36093, -2.69525], [4.02792, 1.43069, -4.05478], [5.30178, 1.99981, -2.96487], [4.69591, -0.43341, -2.30874], [3.84696, 0.05741, 0.10056], [3.84172, 1.72812, -0.21752], [6.43893, -0.48555, 1.01066], [7.33826, -0.34399, -0.52105], [5.74375, -1.10894, -0.55358], [2.59502, -1.10829, -1.85189], [2.78618, -0.43099, -3.14784], [-1.36733, 2.54784, 4.82310], [-1.30817, 1.91085, 3.48433], [-1.54749, 2.94398, 2.36201], [-2.84527, 3.41505, 2.33359], [-3.77659, 2.41171, 1.97295], [0.02221, 1.39884, 3.36968], [-0.81301, 3.48159, 4.91763], [-1.11174, 1.83951, 5.61116], [-2.42144, 2.78393, 4.96874], [-2.06208, 1.12436, 3.45031], [-1.34826, 2.56343, 1.36022], [-0.87497, 3.79512, 2.46863], [-3.57917, 2.04144, 0.96696], [-4.77191, 2.85497, 2.00423], [-3.90374, 1.57336, 2.65786], [0.07571, 0.85613, 2.51956], [0.55168, 2.24973, 3.24414], [3.60623, -3.15469, 1.25998], [2.31971, -2.94369, 0.45495], [2.36490, -3.55606, -1.01192], [3.28353, -2.95164, -1.85090], [3.19138, -3.43347, -3.17858], [1.22340, -3.60683, 1.12880], [3.73203, -4.19586, 1.55701], [3.51972, -2.65154, 2.22302], [4.54361, -2.77094, 0.85729], [2.10536, -1.87506, 0.44133], [1.39211, -3.43886, -1.48947], [2.59425, -4.62120, -0.98058], [2.95329, -4.49706, -3.19199], [4.13451, -3.22707, -3.68456], [2.37610, -2.90972, -3.67768], [0.43623, -3.47642, 0.50956], [0.89504, -3.06239, 1.91358]], "forces_ev_per_a": [[-1.1, -1.1, -1.0], [1.2, 1.2, 1.7], [-0.6, -0.4, -0.7], [-0.9, -3.6, 0.1], [-1.6, 1.6, -3.4], [-1.3, 2.3, 3.1], [4.4, 0.1, 0.0], [1.3, 0.5, 0.2], [-1.4, -1.4, 2.4], [-3.3, 2.6, -2.0], [3.1, 2.1, 0.7], [1.2, -3.2, -2.5], [-1.6, -0.2, 1.2], [-1.7, -0.1, -3.1], [0.4, -1.2, 1.2], [0.6, -0.3, -2.3], [-0.3, 0.9, -0.5], [0.5, 0.6, 1.4], [-0.4, -0.3, -0.2], [0.7, 0.4, 0.0], [-0.1, 0.1, 0.2], [-0.7, 0.6, 0.4], [-0.1, 0.8, 0.4], [0.0, -0.5, -0.1], [-0.1, -0.1, 1.0], [0.5, -0.4, -0.1], [0.2, 0.2, 0.6], [1.1, -0.8, 0.2], [-0.5, -0.6, -0.1], [-0.7, -0.8, 0.2], [-0.6, 1.9, 0.9], [1.5, -2.3, 0.6], [0.0, 1.1, -0.6], [0.6, 0.3, -0.2], [-0.5, -0.1, -0.3], [-0.1, 0.0, 0.2], [0.1, 0.0, 0.2], [-0.2, -0.2, -0.5], [-0.1, 0.0, 0.0], [-0.2, -0.4, -0.5], [0.5, 0.6, 0.6], [0.0, 0.2, -0.2], [-0.1, 0.1, 0.1], [0.0, -0.2, 0.3], [-0.3, -0.4, -0.2], [0.7, 0.2, -0.4], [-0.9, -0.3, 0.6], [0.7, 0.6, 1.6], [0.5, -0.4, 0.2], [0.9, -0.2, -0.5], [-1.0, 0.9, 0.0], [-1.2, 0.9, -1.7], [0.4, 0.3, 0.0], [0.2, -0.5, -0.1], [-0.1, -0.1, 0.2], [0.5, 0.2, 0.1], [-0.2, -0.5, -0.1], [-0.2, 0.2, -0.7], [0.0, -0.5, 0.0], [-0.1, 0.3, -0.1], [0.2, -0.4, 0.3], [0.5, -0.3, 1.3], [-0.9, 0.2, -1.0], [-1.8, 0.4, 0.9], [0.3, 0.6, -0.4], [0.1, -0.7, 0.0], [-1.6, 0.4, 0.3], [-0.8, 0.5, 0.2], [0.4, -0.7, -0.1], [0.3, -0.1, -0.1], [0.3, 0.1, -0.1], [-0.1, 0.4, 0.4], [0.2, -0.1, -0.3], [0.4, -0.7, -0.1], [0.0, 0.2, 0.3], [0.1, -0.2, -0.2], [0.1, 0.4, -0.3], [0.7, -0.2, 0.1], [0.5, 0.3, 0.2], [0.9, -0.2, -0.1], [0.1, 0.0, 0.5], [0.9, -0.6, -0.7], [-0.8, 0.1, 1.6], [1.5, 0.8, -0.4], [-0.1, 0.3, 0.2], [-0.1, -0.8, -0.3], [0.0, -0.2, -0.4], [-0.3, 0.3, 0.1], [-0.2, -0.1, -0.5], [0.2, 0.4, -0.6], [-0.6, -0.1, 0.3], [-0.1, -0.3, 0.4], [0.2, -0.1, 0.0], [-0.1, -0.1, 0.0], [-0.2, 0.0, -0.3], [-0.4, -0.2, 0.0], [0.4, 0.1, 0.4]], "total_charge": 0, "s_squared": 0.77, "energy_ha": -2518.39535, "multiplicity": 2, "orbital_gap_ev": [7.25, 7.68]}

=====

No. 3
{"formula": "C4H6BaO2", "method": "the ωB97M-V functional and the def2-TZVPD basis", "species": ["O", "C", "H", "H", "C", "C", "C", "O", "Ba", "H", "H", "H", "H"], "positions_angstrom": [[3.81143, 1.01204, -0.54404], [2.82405, 0.05117, -0.43476], [3.49300, 1.74597, -1.07952], [3.24896, -0.90852, -0.12980], [1.50659, 0.34080, -0.23616], [0.64417, -0.39585, 0.67221], [0.15728, 0.33570, 1.94353], [-1.23620, 0.58609, 1.90896], [-2.06344, -0.06029, 0.02225], [0.94366, -1.44259, 0.84267], [1.44533, 0.70238, -1.36799], [0.71086, 1.29105, 2.05059], [0.41260, -0.26781, 2.83894]], "forces_ev_per_a": [[0.1, -0.9, -1.9], [0.3, -0.2, 2.9], [-0.2, 0.4, 0.1], [0.3, 0.3, 0.5], [1.8, -0.1, -2.6], [-1.8, -0.9, -0.6], [0.9, -0.2, -0.4], [-0.4, 0.4, 0.6], [0.6, -0.2, -0.1], [0.2, 0.4, 0.1], [-1.4, 1.1, 1.7], [-0.3, -0.2, 0.0], [-0.2, 0.1, -0.3]], "total_charge": 0, "energy_ha": -331.79580, "relative_energy_ev": 0.9224, "orbital_gap_ev": [4.81, 4.81]}

=====

No. 4
{"formula": "C4H11NO2", "method": "the ωB97M-V functional and the def2-TZVPD basis", "species": ["C", "O", "C", "C", "C", "O", "N", "H", "H", "H", "H", "H", "H", "H", "H", "H", "H", "H"], "positions_angstrom": [[0.07624, -0.71101, -1.19784], [-0.82259, -1.07793, -2.24364], [-0.64095, 0.04417, -0.12728], [0.26027, 0.50922, 1.00781], [1.34583, 1.50893, 0.59817], [0.92613, -0.59899, 1.65295], [-1.74060, -0.69970, 0.54932], [0.84611, -0.03899, -1.60267], [0.63349, -1.60292, -0.88827], [-0.43696, -0.94097, -3.09095], [-1.09337, 0.86708, -0.68841], [-0.35215, 1.02762, 1.73966], [1.79596, 1.88739, 1.51219], [0.97746, 2.26351, -0.09242], [2.17143, 0.96226, 0.12520], [0.15700, -1.01245, 2.11499], [-2.53397, -0.70219, -0.07721], [-1.56933, -1.68504, 0.70839]], "forces_ev_per_a": [[1.3, -0.3, -1.1], [-0.9, -0.1, 1.1], [-0.7, -1.0, 0.9], [1.2, 1.0, -0.5], [0.5, -1.3, 0.0], [-1.8, 0.0, 0.2], [-0.4, 0.3, -0.7], [-0.1, 0.0, 0.0], [-0.3, 0.1, 0.5], [0.6, 0.2, -0.8], [-0.1, 0.3, 0.6], [-0.4, -0.1, 0.1], [-0.2, 0.6, -0.1], [0.0, 0.2, 0.2], [-0.2, 0.1, -0.2], [1.2, 0.0, -0.2], [-0.2, 0.0, 0.0], [0.6, 0.0, -0.1]], "smiles": "C[C@H](O)[C@H](N)CO", "total_charge": 0, "energy_ha": -364.21964, "relative_energy_ev": 1.3207, "orbital_gap_ev": 10.38}

=====

Max |F| readings, ordered: 5.94; 4.67; 3.15; 1.85 eV Å⁻¹